A structure of composition C94H102CdF3NO32S in a non-equilibrium geometry. Source: the OMol25 dataset; level of theory: ωB97M-V/def2-TZVPD.

Element x y z (Å)
Cd 18.4540 13.8267 20.5741
C 15.4949 15.2051 17.5265
F 15.1581 13.9294 17.3494
F 15.2029 16.0083 16.4678
F 14.9865 15.6071 18.7246
S 17.3961 15.2796 17.5292
O 17.7976 14.2512 16.5896
O 17.9184 16.6643 17.2758
O 17.7679 14.9168 18.9095
C 18.9356 9.6479 20.5821
C 18.9815 9.9174 22.1666
C 19.7762 8.7356 22.6392
C 20.2807 8.7528 24.1007
C 21.2635 9.9740 24.0559
C 20.5212 11.2375 23.6811
N 19.6952 11.2024 22.4779
O 19.1289 12.4124 21.9856
C 21.7401 12.2083 23.2641
C 19.7823 11.6856 24.9076
C 17.6050 9.7324 22.7549
H 18.0800 10.0496 20.0393
H 19.0710 8.5862 20.3758
H 19.9245 9.8843 20.1893
H 20.6529 8.7507 21.9916
H 19.2637 7.7772 22.5565
H 20.7112 7.8010 24.4120
H 19.3485 8.9171 24.6412
H 22.0307 9.7001 23.3316
H 21.7018 10.2027 25.0273
H 22.4377 12.4125 24.0763
H 21.3382 13.2028 23.0702
H 22.4177 11.7775 22.5270
H 20.2913 11.4339 25.8380
H 18.7427 11.3727 25.0039
H 19.8463 12.7728 24.8628
H 16.8171 10.3208 22.2848
H 17.7396 9.9614 23.8120
H 17.3115 8.6937 22.6028
C 15.5891 15.8660 24.9245
C 15.8590 15.6742 23.5845
C 17.1124 15.2487 23.2128
C 18.0910 14.9069 24.1492
C 17.8874 15.3010 25.4383
C 16.6413 15.7482 25.7782
O 16.3865 16.2902 27.0228
O 17.4105 15.0256 21.8646
H 14.6905 16.2791 25.3584
H 15.0665 15.9897 22.9220
H 19.0615 14.4766 23.9509
H 18.7030 15.2412 26.1437
H 17.1567 16.0595 27.5472
H 16.7337 15.5644 21.4485
C 22.6258 17.2632 18.1904
C 23.5271 18.1322 17.6366
C 23.1911 19.0413 16.7171
C 21.9022 19.1400 16.2860
C 20.9406 18.2785 16.7743
C 21.3361 17.3161 17.7034
O 20.3576 16.6272 18.3124
O 24.0703 19.8633 16.1283
H 22.8905 16.5036 18.9110
H 24.5608 17.9705 17.9044
H 21.7300 19.8742 15.5129
H 19.8972 18.4035 16.5253
H 19.5120 16.7269 17.8689
H 23.7591 20.2036 15.2864
C 11.6165 19.1685 21.1976
C 12.3144 18.0520 20.8865
C 11.6279 16.9444 20.3687
C 10.2535 16.9589 20.2075
C 9.5842 18.1899 20.4858
C 10.2786 19.3012 20.9556
O 9.6322 20.4748 21.3437
O 12.3182 15.7979 19.8847
H 12.2162 19.9927 21.5546
H 13.3274 17.7943 21.1581
H 9.7436 16.0922 19.8136
H 8.5169 18.3164 20.3805
H 8.8281 20.6710 20.8572
H 11.7739 15.2249 19.3398
C 10.2318 12.9751 16.0067
C 10.0258 11.8420 15.2243
C 10.7586 10.7210 15.5108
C 11.5583 10.5968 16.6061
C 11.7879 11.7311 17.3954
C 11.1203 12.9034 17.1321
O 11.3598 14.0105 17.8852
O 10.5324 9.6299 14.7421
H 9.8605 13.9464 15.7148
H 9.4676 11.8219 14.2999
H 12.2132 9.7745 16.8536
H 12.5299 11.6598 18.1769
H 11.6587 14.7798 17.3948
H 11.2901 9.0404 14.7385
C 14.9098 12.9795 11.5662
C 13.8685 13.5392 10.7838
C 12.5852 13.7271 11.4314
C 12.4224 13.5780 12.7222
C 13.3830 12.8211 13.5422
C 14.6415 12.6520 12.9715
O 15.5122 11.7864 13.5290
O 11.5408 14.1882 10.7301
H 15.8716 12.9421 11.0764
H 14.0055 13.7811 9.7402
H 11.4680 13.7508 13.1972
H 13.2017 12.3547 14.4993
H 16.0966 11.3099 12.9348
H 11.1144 15.0452 10.8033
C 15.3931 10.2803 16.8272
C 16.4940 11.0415 16.5996
C 17.8046 10.5762 16.9856
C 17.8078 9.3500 17.6259
C 16.6691 8.5249 17.7642
C 15.4556 8.9715 17.3159
O 14.3278 8.3012 17.6213
O 18.9500 11.3074 16.8505
H 14.4183 10.6566 16.5543
H 16.3587 12.0069 16.1346
H 18.6922 8.8511 17.9940
H 16.6894 7.5603 18.2494
H 14.5290 7.5582 18.1949
H 18.9970 11.7657 16.0083
C 17.8843 20.0538 10.8970
C 17.1581 20.5350 11.9911
C 17.6365 20.3477 13.3124
C 18.7087 19.4859 13.4723
C 19.4147 18.9151 12.3598
C 18.9903 19.2274 11.0747
O 19.5190 18.6389 9.9703
O 17.0221 20.9548 14.3433
H 17.6156 20.3630 9.8977
H 16.2424 21.1010 11.9034
H 19.1758 19.1548 14.3880
H 20.2313 18.2771 12.6639
H 19.4044 19.1752 9.1824
H 16.3049 21.5262 14.0595
C 16.4082 20.9836 20.5854
C 16.4886 21.6722 19.4196
C 16.9604 21.0468 18.2327
C 17.2234 19.6670 18.2640
C 17.0217 18.8812 19.3764
C 16.6240 19.5822 20.5564
O 16.4696 18.8927 21.6907
O 17.0679 21.7823 17.0746
H 15.9508 21.5361 21.3929
H 16.1032 22.6745 19.3042
H 17.4856 19.1325 17.3629
H 17.0012 17.8060 19.2770
H 16.2144 19.3482 22.4962
H 16.9389 21.2787 16.2676
C 15.6466 17.0828 13.4519
C 14.5899 17.9054 13.8121
C 13.6899 18.2727 12.8251
C 13.7440 17.8415 11.5093
C 14.7936 17.0263 11.2029
C 15.7938 16.6876 12.0995
O 16.9191 16.0395 11.6233
O 12.6688 19.0597 13.1588
H 16.3178 16.9055 14.2792
H 14.4820 18.2075 14.8433
H 13.0525 18.2935 10.8136
H 14.7934 16.9308 10.1271
H 17.1860 15.4205 12.3068
H 12.1935 18.6275 13.8722
C 21.9668 15.4063 21.8408
C 22.6180 16.0671 22.8294
C 22.0432 17.2135 23.3548
C 20.7788 17.6103 22.9480
C 20.0345 16.9335 22.0325
C 20.6844 15.7946 21.4788
O 19.9590 15.2386 20.4732
O 22.7849 18.0554 24.0425
H 22.4147 14.6841 21.1744
H 23.6626 15.8780 23.0282
H 20.3788 18.4794 23.4489
H 19.0876 17.3505 21.7228
H 20.2886 15.8235 19.7869
H 23.2797 17.6745 24.7718
C 19.5549 12.9929 13.9412
C 20.9241 12.6968 13.9648
C 21.8249 13.7099 13.5149
C 21.4007 14.9725 13.2002
C 20.0327 15.2633 13.3023
C 19.1578 14.2961 13.7232
O 17.7827 14.5012 13.7947
O 23.0852 13.3605 13.4982
H 18.8413 12.1948 14.0836
H 21.2959 11.6935 14.1121
H 22.1519 15.6701 12.8601
H 19.6949 16.1689 12.8206
H 17.5328 14.3093 14.7015
H 23.6869 13.9648 13.9391
C 22.7849 13.3454 17.1865
C 21.3990 13.2912 17.3556
C 20.9113 13.0141 18.6210
C 21.8265 12.9004 19.7208
C 23.1890 12.8246 19.4976
C 23.6525 13.1244 18.2316
O 25.0197 12.9738 18.0861
O 19.5360 12.8995 18.8509
H 23.1098 13.4395 16.1608
H 20.7201 13.2644 16.5161
H 21.4903 12.8157 20.7437
H 23.7931 12.6192 20.3690
H 25.5506 13.0071 18.8852
H 19.2575 12.3385 18.1233
C 10.6864 18.9732 15.7513
C 11.1475 17.6712 15.9165
C 12.2512 17.5231 16.8297
C 12.9935 18.6257 17.3007
C 12.4475 19.9007 17.1168
C 11.2590 20.1025 16.3403
O 10.8665 21.4018 15.9429
O 12.6426 16.2888 17.1152
H 9.7792 19.1518 15.1932
H 10.5870 16.9680 15.3184
H 13.7396 18.4998 18.0714
H 13.0409 20.7557 17.4053
H 11.6523 21.8346 15.6012
H 13.4377 16.3190 17.6523
C 15.2673 10.8032 20.1935
C 13.8922 10.6893 20.3870
C 13.0928 11.7868 20.6500
C 13.6107 13.0274 20.8608
C 14.9313 13.2089 20.6476
C 15.7220 12.1213 20.3147
O 16.9907 12.4324 19.7835
O 11.7860 11.6455 20.8407
H 15.9205 9.9889 19.9168
H 13.4681 9.7053 20.2523
H 13.0637 13.9029 21.1782
H 15.2858 14.2265 20.7202
H 16.9350 11.8062 19.0580
H 11.3040 12.4746 20.7980

Computed properties:
E_LUMO = 0.0107 Eh
total energy = -6970.77376 a.u.
HOMO energy = -5.911 eV

Mulliken population analysis, charges in e, atoms 1 to 5: Cd 2.8171; C -0.7894; F 0.1657; F -0.0053; F -0.2167